# C96H64O32

A cluster of 16 separate species, C96H64O32 in total at a distorted geometry (ωB97M-V/def2-TZVPD, OMol25).

XYZ file:
```
192
Properties=species:S:1:pos:R:3:forces:R:3:lowdin_charge:R:1
O 1.991 -0.056 2.206 -0.42 0.13 0.46 0.076
C -2.913 4.543 2.443 -0.66 0.41 -0.72 0.019
H 4.607 3.902 6.554 -0.48 0.00 0.18 0.123
C 2.858 -5.044 -3.981 -0.37 -0.09 -1.05 0.053
H -2.231 4.569 3.266 0.05 0.08 0.47 0.062
C -6.543 1.929 2.227 0.44 -0.50 -0.39 0.045
H -0.625 0.785 2.325 0.46 -0.63 -0.76 0.123
H -1.381 -3.239 0.469 -0.47 0.01 0.32 0.100
H -3.875 1.032 -7.347 0.63 0.88 -0.45 0.078
C 0.036 -7.208 1.368 0.37 0.14 -0.01 0.035
O 2.214 -2.344 4.567 2.06 -2.02 -1.10 0.123
C -5.786 1.307 4.593 0.06 0.27 -0.57 0.032
C -5.366 -0.300 -8.104 0.21 -0.12 0.33 0.039
H -0.445 -4.661 -7.709 -0.08 -0.01 -0.40 0.100
C 2.619 3.345 2.479 -0.66 0.71 0.38 0.033
H -5.947 1.338 5.672 -0.07 -0.01 -0.32 0.125
C -2.340 4.032 1.171 -0.70 -0.98 -0.56 -0.348
C 0.575 -6.096 -3.604 -1.83 -0.85 0.19 0.011
H 0.202 6.286 3.612 0.24 0.35 -0.06 0.125
H -5.092 1.481 0.695 -0.51 -0.18 0.29 0.121
C 2.362 4.029 7.033 2.16 1.26 -1.29 -0.381
C 2.102 5.898 2.598 -1.42 -1.04 -0.03 0.057
O -6.254 5.365 1.379 -1.32 0.64 0.19 0.120
C -4.623 0.872 4.083 -0.19 0.62 -0.35 0.030
O 2.286 2.898 7.408 -0.94 -1.29 0.64 0.104
C -0.234 0.736 -4.941 -0.19 -0.32 1.20 0.042
H 1.325 -0.704 -2.150 -0.02 0.04 -0.24 0.103
C 5.276 -0.033 2.012 0.42 1.24 -0.10 -0.326
C -6.858 1.910 3.722 0.11 -0.19 -0.46 -0.356
C -0.998 2.009 -6.884 2.94 -0.74 -0.40 -0.374
H 9.437 -3.809 -3.120 0.72 -0.09 0.47 0.110
O 5.831 -3.957 -5.723 1.30 1.29 1.61 0.065
H -2.180 1.564 -5.165 -0.53 -0.31 0.51 0.091
C 1.597 -5.904 -5.915 -1.54 -0.55 -1.15 -0.333
C 0.511 -6.351 -4.908 1.37 0.66 -1.45 0.004
C 1.549 3.074 3.268 1.14 1.04 -0.90 0.053
O 8.816 -1.473 -1.973 0.38 0.31 0.59 0.114
C -2.796 -2.820 -1.018 -0.46 -0.49 1.32 0.045
O -4.033 0.373 -4.825 0.15 0.41 0.25 0.089
C 1.180 0.710 -5.437 -1.74 0.67 -0.19 -0.404
O 2.935 7.937 5.836 -0.96 0.47 0.00 0.118
C 6.040 -1.819 0.433 -1.17 0.13 1.52 0.048
O -1.241 3.503 1.098 -0.52 0.68 0.13 0.087
H 2.794 -0.828 -0.013 -0.03 0.01 -0.31 0.111
O -2.634 5.860 5.219 -0.15 -0.83 1.08 0.072
H 4.665 6.301 5.870 0.89 0.04 -0.48 0.108
C 8.545 -3.323 -3.427 -0.69 0.06 -0.18 0.012
H -0.887 -7.734 1.080 0.39 0.60 -0.16 0.116
C 2.994 4.766 2.102 -0.05 0.40 0.48 -0.364
C 1.350 6.257 6.531 -1.61 0.41 0.67 0.012
C 0.891 -7.839 2.199 -0.49 1.71 -1.05 0.007
C -1.200 -1.178 4.688 1.94 -0.39 -1.05 0.033
O 2.087 0.255 -4.803 0.97 -0.76 0.96 0.099
C -0.993 -0.069 5.667 0.93 -1.56 -0.16 -0.364
C -5.560 -1.362 -5.415 0.26 0.33 -1.02 0.034
O -0.420 -5.283 -0.022 0.97 -0.34 1.06 0.047
H 1.965 -4.404 0.523 0.28 -0.06 0.12 0.106
C 1.217 -0.055 1.267 0.15 0.19 -0.21 -0.351
C 3.763 5.802 6.122 -0.01 -0.01 0.45 0.008
H 8.077 -4.947 -4.691 -0.48 1.00 0.17 0.136
C -5.134 -2.048 -0.184 0.63 -0.42 -0.09 0.033
C 1.219 4.989 6.974 0.39 0.71 0.07 0.035
C 0.438 1.937 -7.437 -0.51 -0.62 1.20 0.053
C 1.455 -0.443 5.654 -0.57 0.93 -0.79 0.023
C -2.998 5.094 8.727 -0.03 -0.94 -0.36 0.014
H -5.372 -2.004 1.968 -0.15 0.09 -0.10 0.115
H 1.441 2.028 3.539 -0.69 0.22 0.26 0.093
H -3.838 0.650 4.776 0.51 -0.56 0.10 0.082
H 2.288 6.886 2.162 0.13 -0.32 0.50 0.128
H -2.686 6.889 7.657 -0.06 -0.78 -0.15 0.127
C 6.123 -1.997 -4.323 1.10 0.33 0.60 0.033
H 2.142 4.094 -0.488 0.01 0.03 -1.30 0.130
C 8.154 -2.033 -2.802 -1.43 -0.25 -1.24 -0.392
C -2.565 -5.038 -7.465 0.65 1.06 0.70 0.036
C 0.370 -5.826 0.746 -0.95 -1.81 -0.18 -0.350
C 1.420 1.351 -6.728 -0.89 0.49 -1.22 0.003
H -4.553 5.503 3.398 0.03 -0.34 -0.06 0.116
C 4.901 -1.108 3.029 -0.16 0.16 -1.34 0.030
C 3.062 3.598 -3.857 -1.00 1.80 -1.49 0.011
C -2.353 -3.567 -4.925 0.17 -1.09 -1.37 0.037
C 5.250 -2.842 1.293 0.86 0.10 -0.52 -0.342
H 4.280 -3.100 3.280 0.02 -0.26 0.02 0.100
H -5.409 -1.821 -4.421 -0.44 0.45 -0.71 0.082
H 6.358 0.187 0.036 0.11 0.59 0.31 0.104
C 1.780 -5.474 -2.997 0.60 -0.22 -2.58 -0.371
H -6.126 -1.683 -0.473 0.37 -0.28 0.06 0.120
C -2.757 5.167 6.224 -0.11 0.98 1.00 -0.363
C -4.757 -2.195 1.098 1.37 -0.03 -0.91 0.018
H 3.432 -5.390 2.411 -0.39 -0.08 -0.27 0.108
H -6.806 -2.853 -6.227 -0.21 0.09 -0.06 0.118
C -3.777 -4.841 -6.578 1.16 0.88 0.60 -0.365
C -4.199 -2.407 -1.370 -1.05 1.08 0.46 -0.311
C -3.267 4.034 -0.032 0.41 -0.24 0.22 0.027
H -5.274 -0.098 -9.170 0.04 0.30 0.22 0.117
C 2.478 -5.817 2.087 -0.87 0.37 -1.44 0.048
C 0.983 5.597 3.315 1.34 0.32 -1.05 0.013
H -0.357 -6.420 -3.033 1.72 0.69 -0.13 0.146
O -2.942 -2.542 2.590 0.21 -0.16 -0.54 0.082
C -0.463 0.147 -1.065 2.28 -0.73 -0.38 -0.377
H 5.307 -1.429 -4.768 -0.13 -0.51 0.15 0.117
O -3.402 2.936 9.700 0.31 0.30 -0.36 0.111
O -7.883 2.373 4.176 0.59 -0.26 -0.31 0.114
H 3.746 -4.563 -3.605 0.02 0.10 0.45 0.106
O -3.182 0.527 2.180 -2.28 0.80 0.70 0.055
C 1.768 -0.479 -0.057 -2.36 0.28 -1.56 0.044
H 6.611 -2.188 -0.417 -0.34 0.02 0.12 0.096
C 6.514 -3.346 -4.885 -0.95 -0.47 -0.69 -0.343
H 2.446 -0.036 5.718 0.49 -0.20 0.55 0.115
C 4.033 2.733 -3.685 0.94 -1.32 0.95 0.004
H 6.517 -0.527 -2.809 0.12 -0.03 -0.33 0.089
C -0.222 0.385 1.368 0.26 0.17 -0.22 0.045
O -1.821 2.479 -7.614 -1.47 0.44 -0.13 0.106
H -7.269 2.356 1.500 0.44 -0.23 0.93 0.136
O 2.793 -7.687 3.559 -1.07 1.58 -1.61 0.075
C -3.106 2.950 7.312 0.29 1.41 1.00 0.051
H 0.497 2.310 -8.448 0.41 0.17 -0.04 0.113
H 0.706 -8.853 2.502 0.13 -0.13 0.43 0.113
C 2.223 4.212 -2.743 2.75 -2.80 0.09 -0.401
O -6.897 -2.052 -8.665 -0.57 -0.17 -0.79 0.122
C 2.757 -5.218 -5.309 -0.42 -0.36 -0.48 0.011
C -5.392 1.396 1.749 0.05 0.82 -0.50 -0.007
H 4.670 -0.834 4.040 -0.26 0.37 0.17 0.108
C -4.176 5.009 2.502 0.32 0.49 -0.25 0.046
C 2.638 6.802 6.116 1.74 -1.67 0.03 -0.411
C -4.531 4.475 0.041 0.65 0.21 -0.20 0.007
C -4.688 -0.132 -5.698 -1.04 -1.49 -1.06 -0.348
C 3.719 4.538 6.553 -1.23 0.81 -0.14 0.039
C -3.299 -2.554 1.431 -1.41 -0.08 -0.18 -0.350
O 1.394 5.030 -2.861 -2.22 2.25 -0.97 0.153
H 3.820 2.480 -0.232 -0.13 -0.18 0.53 0.099
H 0.536 7.016 6.564 0.36 -0.90 -0.03 0.138
H 2.944 3.979 -4.899 -0.36 -0.11 1.02 0.132
H -0.142 -2.674 3.547 -0.41 0.03 0.05 0.114
H -4.391 -4.023 -4.610 -0.12 -0.11 0.07 0.099
C 5.956 -0.508 0.754 -0.25 -1.63 -0.28 0.017
C 1.718 -5.308 1.067 0.59 0.28 1.56 0.016
C -4.294 0.888 2.602 0.74 -0.45 1.05 -0.333
H -0.335 -6.798 -5.393 -0.42 -0.29 0.04 0.109
H 2.417 1.227 -7.084 0.61 0.09 -0.38 0.110
H -2.123 -3.145 -1.815 -0.22 0.27 0.24 0.108
C -0.968 0.411 0.251 -0.96 0.59 1.99 -0.018
C -2.970 3.709 6.215 0.05 0.01 0.62 0.006
O 1.971 -5.357 -1.833 0.06 0.22 2.02 0.122
H -2.175 -3.088 -3.981 -0.04 0.35 0.13 0.085
C -0.112 -1.871 4.280 0.03 -0.06 -0.11 0.037
O -4.896 -5.163 -6.882 -0.10 -0.29 -0.26 0.108
H -2.009 0.751 0.318 0.53 -0.15 -0.15 0.106
C -3.148 3.587 8.711 -0.46 0.32 -1.14 -0.344
H -5.163 4.467 -0.839 -0.17 -0.06 0.10 0.119
C -1.356 -4.520 -7.150 -0.92 0.28 1.43 0.035
C 0.966 -0.411 -1.176 0.71 0.12 2.02 0.078
C -4.605 0.294 -7.157 -1.44 -1.46 0.43 0.042
O -0.391 4.037 4.318 -0.35 -0.57 0.39 0.067
C 4.312 2.119 -2.319 -1.83 1.86 -0.68 -0.338
C 0.627 4.215 3.695 1.09 -1.07 -0.31 -0.384
C -5.111 5.039 1.305 2.26 -1.44 0.11 -0.400
C 6.841 -1.439 -3.311 -0.08 -0.76 -0.43 0.033
H 4.621 2.408 -4.539 0.02 -0.15 0.24 0.121
H 3.436 -4.920 -6.104 0.51 0.25 0.68 0.113
H 0.321 4.585 7.416 -0.37 0.14 -0.19 0.114
O -0.051 -3.368 -5.481 0.48 0.26 -0.14 0.097
C -6.303 -1.909 -6.410 0.55 -0.32 1.77 0.005
O 5.095 1.186 2.157 0.06 -2.37 0.24 0.055
C 3.490 2.771 -1.210 2.57 -1.94 -0.78 0.021
O 1.450 -6.066 -7.152 0.48 0.36 3.41 0.054
O 5.142 -4.006 0.944 -0.07 0.80 0.16 0.082
H -3.153 5.604 9.654 0.13 0.06 0.57 0.110
C 0.413 0.288 6.057 -0.08 0.75 -0.29 0.033
C -3.532 -4.124 -5.256 0.65 0.22 -0.39 0.020
O 5.073 1.216 -2.138 0.67 -0.70 0.23 0.098
C 4.721 -2.374 2.617 0.69 0.88 -0.33 0.012
C -6.317 -1.451 -7.809 1.68 1.13 0.98 -0.402
H -2.986 3.328 5.237 0.04 -0.90 -1.10 0.085
O 3.990 5.030 1.453 -0.61 -0.41 0.23 0.095
H -2.714 -5.501 -8.418 -0.20 -0.49 -0.30 0.110
C -2.415 -2.930 0.290 0.16 0.55 -1.75 0.035
H 0.544 1.270 6.565 -0.14 -0.96 -0.18 0.116
H -0.508 0.324 -3.953 0.75 0.07 -0.71 0.093
C 2.101 -7.112 2.694 1.01 -2.22 1.59 -0.356
C 1.297 -1.637 4.772 -2.95 2.17 1.73 -0.413
O -1.098 0.440 -2.046 -0.53 -0.07 -0.51 0.096
H -3.164 1.883 7.313 -0.17 -0.37 -0.22 0.085
C 7.771 -3.940 -4.316 0.03 -0.86 -0.70 0.015
H -2.835 3.560 -0.931 -0.34 0.44 0.43 0.129
C -1.202 1.400 -5.554 -0.07 0.80 -1.03 0.018
O -4.651 -2.271 -2.503 1.06 -0.62 1.27 0.061
C 2.600 3.690 -1.426 -1.47 1.16 2.17 0.001
H -2.145 -1.379 4.181 0.05 0.23 0.67 0.086
H 3.286 2.565 2.111 -0.10 0.16 0.24 0.081
C -1.136 -3.746 -5.834 -1.74 -0.83 -0.16 -0.360
O -1.942 0.447 6.179 -1.18 1.10 0.58 0.084
C -2.774 5.785 7.613 0.09 0.97 -0.75 0.009
```
Positions in Å, forces in eV/Å.

## Properties
Calculated total energy in Eh: -6103.65962